Entry 1:
197
Properties=species:S:1:pos:R:3 method="wB97M-V/def2-TZVPD" orbital_gap_ev=8.770 smiles=COC[C@H](C)N.COC[C@H](C)N.COC[C@H](C)N.COCCNCCOC.COCCNCCOC.COCCNCCOC.COCCNCCOC.OCCO.OCCO.OCCO.OCCO.OCCO homo_energy_ha=-0.315 fmax_ev_per_a=3.7 energy_ha=-3789.03550
O 5.81789 -1.60141 -3.23819
O -3.47718 -4.80601 -6.76445
O -0.27543 -8.33971 0.48835
O 4.43882 6.71338 -6.47259
O -4.75149 12.12690 -5.59917
O -1.50563 5.77659 4.65366
O -10.47721 3.19820 -4.80534
O 1.88738 -4.67618 11.58751
O -2.37075 1.50851 -2.56276
O 0.92953 -1.34040 -11.66928
O -0.85103 0.67871 -10.15715
O -4.94429 -8.84460 0.24948
O -5.44420 0.52080 10.96755
O 6.38537 2.42846 4.32267
O -6.43651 -4.06440 -6.42229
O 6.53044 -0.90531 -0.47378
O -8.77980 1.36903 -5.39863
O -0.08907 -1.44230 2.65284
O -5.13200 1.27914 8.28993
O 9.34199 3.99555 -7.40141
O 6.05348 -4.02456 6.53694
N 6.45903 4.33302 -7.60491
N -6.10989 10.50724 -3.53062
N 7.14016 -0.81932 5.12622
N -2.34441 -9.83846 1.47221
N -0.17395 -6.55949 11.89753
N 0.98028 2.88276 3.72305
N -0.39401 -0.79532 -0.29125
C 6.50949 3.85373 4.35427
C -5.73422 11.12097 -5.90649
C -5.80477 9.95081 -4.89194
C -4.77774 13.26038 -6.35916
C 0.74814 -8.14076 -0.50347
C -0.47210 5.04396 3.85564
C -1.15396 0.94928 -2.10418
C -1.12732 -9.56744 2.25263
C 5.99573 4.71695 -6.32657
C -0.38070 -7.02851 9.62666
C -4.77767 -10.01500 1.11041
C 7.09031 3.01233 -7.75281
C -4.65920 2.13207 9.23178
C -9.90096 1.36666 -6.22312
C 1.17848 -5.18980 10.44498
C 6.67019 -1.75153 6.18489
C 8.41801 2.95729 -6.99851
C -5.62233 -7.70419 0.88754
C 5.09051 -2.08592 -2.12397
C 0.00488 3.66919 4.54637
C -1.24631 -0.52858 -10.83522
C 7.40859 0.49052 5.65728
C 4.82081 7.40046 -7.64648
C -0.08242 -1.59233 -10.71509
C -1.36281 -1.24423 3.25127
C -4.42719 -5.27032 -5.84947
C 4.57264 5.27674 -6.52131
C 2.56856 -3.53016 11.25936
C -4.29434 1.31302 10.44037
C -5.48129 -4.26429 -5.40537
C -2.78418 5.13614 4.65390
C 0.71032 3.74674 5.93840
C -0.87287 -2.05289 0.38124
C 5.40305 -5.24093 6.09757
C -1.49114 -0.13991 -1.05348
C 0.62170 -6.53691 10.75228
C -2.29472 2.40897 -3.67815
C 0.11560 -9.35544 1.37597
C 5.18453 -1.13657 -0.96789
C 10.37490 3.73365 -8.33125
C -10.51023 2.83129 -6.17828
C -6.98797 8.94592 -5.02495
C -3.58426 -9.76347 2.21419
C 6.11119 -3.02372 5.53255
C 7.54787 1.56904 4.48698
C -0.03378 -2.45150 1.60157
H -5.78505 13.42651 -6.74105
H 7.30554 4.87422 -7.70787
H -3.83585 -5.66102 -5.02135
H -6.03792 -4.66256 -4.55705
H -5.72681 0.84691 8.90716
H -5.07897 -7.24875 1.71545
H 1.27344 2.86141 6.23368
H 11.04727 3.06800 -7.79003
H -0.83932 4.81164 2.85599
H 10.76636 4.62635 -8.81906
H 6.76707 5.36102 -5.90432
H 1.32034 4.64455 6.03800
H 0.91289 1.89183 3.90642
H -6.47302 -3.11339 -6.54813
H 4.53599 -1.44677 -0.14858
H 8.48647 3.11416 -5.92203
H 8.34867 2.25406 4.76556
H -6.90673 8.53055 -6.02942
H -3.55393 5.55754 5.30043
H 3.97421 4.92315 -5.68169
H -1.87655 -0.66847 2.48141
H 5.50822 -3.06916 -1.90747
H -6.57796 -8.00642 1.31594
H -0.38601 -3.35262 2.10360
H 5.55239 4.37529 4.34870
H -4.79201 9.55683 -4.97693
H 6.98542 4.03873 3.39127
H -0.45998 -2.54674 -11.08202
H 1.01315 -2.56361 1.31964
H 5.99849 -5.80049 5.37616
H -1.92430 -1.83133 0.56425
H -8.79555 2.25319 -5.02501
H 8.81249 1.94838 -7.11930
H -2.41517 0.09664 -0.52592
H 0.24959 -1.60146 -9.67692
H 5.54499 -2.03585 -4.04960
H 8.38100 0.50183 6.14959
H -5.90285 11.48590 -3.67005
H 1.43831 -0.57187 -11.40076
H 0.90910 -8.91201 1.97751
H 7.87446 1.26839 3.49147
H -5.29996 10.09123 -3.09353
H -4.02760 1.97934 11.26071
H -1.76942 2.00288 -4.54259
H -0.05563 -7.45626 12.34687
H 0.10406 -5.70404 12.35688
H 7.06777 4.39459 5.11839
H 5.37269 -5.86935 6.98765
H -3.80452 -5.10132 -7.61723
H 4.39661 6.92559 -8.53116
H -5.65656 -10.52909 1.49948
H 5.11479 -2.72403 5.20776
H 6.58435 2.12203 -7.37935
H 1.92389 3.21798 3.85465
H -4.55688 14.06886 -5.66227
H 0.00043 -0.14664 0.37488
H -1.77072 3.34011 -3.46247
H -11.51824 2.68544 -6.56657
H -5.10983 -3.27724 -5.12997
H 6.79996 -3.36958 4.76179
H -1.88594 -2.12280 3.62886
H -6.90165 8.06602 -4.38746
H 0.05198 0.90036 -10.39600
H 1.86336 -2.74475 10.98746
H -6.71572 11.58288 -6.01311
H -2.09447 -0.89250 -10.25531
H -0.08795 3.74948 6.68059
H -5.05730 -0.03709 11.64626
H 4.40203 8.40055 -7.53441
H -5.44934 10.69878 -6.87019
H -1.03373 -10.52978 2.75586
H -0.89005 3.06219 4.68332
H 0.53813 -7.35956 -1.23404
H -1.13238 -8.65309 2.84595
H 5.89295 -1.29154 6.79515
H 7.46733 -2.16994 6.79938
H 7.20519 2.76527 -8.80821
H 1.83196 -5.25322 9.57490
H -3.30106 2.68352 -3.99439
H -4.94607 -6.17630 -6.16267
H -1.84313 -0.94426 -1.69941
H -3.64523 -10.50718 3.00873
H 6.62912 -0.63653 4.27443
H -5.33153 2.98021 9.36113
H -2.62431 4.13501 5.05426
H -0.59674 1.65981 -1.49365
H 0.99805 -8.92792 -1.21484
H 4.37356 -5.01376 5.82071
H 1.67153 -7.80123 -0.03424
H 0.30627 -4.55687 10.28146
H 4.02012 -2.28190 -2.18678
H -1.46293 -0.35104 -11.88862
H 3.02284 -3.10332 12.15353
H -10.74703 0.79546 -5.84103
H -0.75580 -3.02760 -0.09239
H -4.03162 13.23187 -7.15325
H -9.83108 3.52912 -6.66807
H -10.83904 4.08100 -4.69883
H 1.39612 -7.30288 10.79290
H 6.59673 0.01571 -0.73636
H -3.73093 2.59930 8.90299
H -8.03276 9.23842 -5.12953
H -0.82657 -6.20292 9.07194
H 0.39354 5.69284 3.72254
H 5.90700 7.32085 -7.60257
H 6.67615 0.75777 6.41900
H -0.41797 0.48948 -2.76372
H 5.94223 3.88269 -5.62710
H 4.81831 -0.17158 -1.31829
H -1.28648 -0.59491 4.12342
H -1.18028 -7.71317 9.90952
H -3.42020 0.69011 10.25075
H -2.33909 -9.23690 0.66093
H -3.76240 -8.77485 2.63726
H -3.12421 5.09305 3.61919
H 4.03126 4.74098 -7.30103
H 9.92980 3.26708 -9.21006
H 0.26204 -7.65980 9.01309
H -9.63483 1.06804 -7.23707
H -4.59821 -10.79680 0.37239
H 3.34654 -3.62198 10.50147
H 0.53928 -10.27004 0.96113
H -5.67703 -6.85732 0.20348

---

Entry 2:
214
Properties=species:S:1:pos:R:3 method="wB97M-V/def2-TZVPD" orbital_gap_ev=6.241 homo_energy_ha=-0.263 fmax_ev_per_a=2.7 energy_ha=-8333.03400
K 3.98959 -1.53775 0.77061
K 3.61141 2.30629 2.21930
Cl 1.19590 2.48081 -3.45019
Cl 4.26228 2.78905 -4.76850
P -4.71327 -3.85471 -2.45273
P 2.65451 6.16845 0.62154
P 5.90268 -2.54207 -2.84220
P -2.61521 4.47665 3.64707
P -3.92126 2.08843 -4.35297
P -1.62369 -4.28572 4.84669
F -0.48720 1.55425 0.34318
F 4.68219 -4.72818 0.85121
F 0.52338 0.52194 -1.27297
F 5.09686 -6.25683 2.37644
F 3.08451 -5.64999 1.94267
F -1.18319 -0.40761 -0.33981
O -2.56336 5.94209 3.48554
O -0.53130 -3.44278 5.35728
O 1.83582 0.31110 1.33721
O 3.63250 5.08905 0.35362
O 1.34219 -1.51125 0.12822
O 3.57645 -3.18608 3.05525
O 5.07774 -1.80933 -1.85904
O -3.67520 0.72402 -4.84500
O 5.81063 -3.46382 2.93096
O -5.54044 -5.00332 -2.86913
N 6.93313 -3.60359 -2.17278
N -1.02963 -5.63163 4.10779
N 2.75137 7.28945 -0.61409
N -2.69851 -4.81785 5.99110
N -3.01643 2.48453 -3.03100
N -3.62673 3.91456 4.83896
N -2.56567 -3.52346 3.70658
N 2.84944 7.10125 1.95889
N -3.81272 -4.21613 -1.10185
N -3.24750 3.71597 2.33157
N -1.13728 3.83273 3.97744
N -5.53792 2.30208 -3.96741
N -3.61975 -3.27264 -3.56519
N 1.11401 5.60419 0.69935
N 5.03755 -3.42914 -3.91215
N -3.48816 3.26474 -5.43664
N 6.70281 -1.49224 -3.84217
N -5.53882 -2.48278 -2.04064
C 4.14631 -2.74884 -4.84305
C -6.07557 3.61822 -3.75614
C -4.16616 -2.66873 -4.79190
C -0.07961 0.31886 -0.09071
C 4.06193 7.89008 2.04905
C -2.40509 1.39493 -2.31781
C -0.84194 2.43481 3.83661
C 4.53434 -4.72421 -3.50367
C -4.07611 -5.48965 -0.43186
C 0.38514 -5.78715 3.83022
C -3.96602 2.42723 2.37038
C 3.73368 7.04051 -1.68505
C 2.12440 8.59503 -0.59040
C -0.02620 6.48594 1.00285
C -1.89997 -6.65414 3.58904
C -4.41191 3.74924 -6.43621
C -3.04950 3.75629 -2.36161
C 0.78500 4.45625 -0.14822
C -3.73068 -3.94182 6.53873
C -2.69613 -6.17820 6.47205
C 2.32122 6.68741 3.25935
C -2.90256 4.17891 1.01405
C -4.90136 4.63907 4.91395
C -4.94652 -1.14265 -2.03713
C -6.48926 1.36868 -4.50752
C 6.98284 -4.19304 3.22726
C -0.17050 4.61390 4.71544
C -2.48408 -4.15891 -3.80312
C 8.18410 -3.35767 2.80919
C 0.84464 -0.39603 0.87071
C -3.92526 -3.90226 3.38419
C 1.41927 -3.77800 -0.43883
C 7.21638 -1.84435 -5.15632
C -2.08704 3.58603 -5.60761
C 0.59287 -2.69575 0.22573
C 4.35259 -5.17343 2.08396
C 7.72295 -4.49166 -3.01613
C 3.83524 1.81338 -3.35143
C -2.65553 -3.46031 -0.65183
C 2.73509 2.41045 -2.53969
C 4.44299 -4.07620 3.15293
C 7.27813 -0.29176 -3.22759
C -6.68374 -2.67572 -1.19165
C -3.05706 3.67505 6.15645
C -2.07485 -2.24003 3.19262
C 7.36331 -3.43078 -0.75248
H 3.15577 -2.60486 -4.38972
H 0.41055 7.36969 1.49186
H -1.11289 1.96632 2.88978
H 0.82999 -4.82158 4.09358
H -5.31964 4.36778 -3.58002
H -1.55156 1.74190 -1.74540
H -4.58686 -3.04466 3.24414
H -2.16468 3.05737 6.07408
H -3.80141 3.19399 6.78461
H -5.13482 -2.21282 -4.56001
H -4.01754 -6.33288 -1.12934
H -3.96242 3.89026 -1.77472
H -1.95798 0.69901 -3.03079
H -1.46423 2.70288 -5.49349
H 0.04593 4.24495 5.72298
H 8.26615 -4.01348 -0.58637
H 2.45485 9.16007 0.29438
H -4.32833 -4.63564 4.08125
H -4.71205 2.39394 3.15607
H -4.34348 -0.99790 -1.13358
H 3.44546 7.57682 -2.59361
H -5.73166 -0.38352 -2.05339
H 4.47954 8.12832 1.07465
H 1.76684 -3.45631 -1.42482
H 8.29476 -1.69358 -5.25541
H -3.21983 -6.24532 7.43046
H -1.11625 1.76554 4.66932
H -7.40749 1.30309 -3.90980
H -1.51701 -6.96154 2.61631
H -2.17014 3.94576 -1.75115
H -4.45053 2.29645 1.40391
H 1.28830 6.38055 3.13203
H -1.80614 -1.58113 4.01623
H -0.27417 4.48068 -0.38595
H -1.83496 4.42072 -4.94975
H 4.47674 -1.72848 -5.05761
H -4.66014 4.81037 -6.29801
H -2.86200 -1.81169 2.57527
H -6.09813 0.35970 -4.58656
H 7.05487 -4.49741 4.27632
H 7.42180 -2.37491 -0.51131
H 7.87420 -5.42147 -2.46781
H -2.39655 3.39693 0.43854
H 0.76894 4.70198 4.15013
H -1.69794 -6.54912 6.69545
H 2.91814 3.44902 -2.27309
H 4.57286 -4.54326 4.16082
H 0.25059 2.30479 3.84061
H -3.24432 -3.19861 7.17380
H 8.68601 -4.03950 -3.28530
H 0.26252 -0.72748 1.75041
H -3.53886 -1.87109 -5.18301
H 2.93352 5.87399 3.66854
H 5.26144 -5.15383 -2.82153
H -6.85510 1.65721 -5.50945
H -3.24631 1.61703 2.51873
H -1.92992 -7.49912 4.28499
H -7.25746 -1.74996 -1.18694
H -3.96032 -4.46948 2.43247
H 0.91113 -4.73704 -0.58475
H 7.97741 -0.57086 -2.42385
H -3.42819 -5.66907 0.42179
H -6.38672 -2.93610 -0.16623
H 2.57428 1.83600 -1.62378
H -0.51817 5.64868 4.77137
H 4.33617 -5.35716 -4.37160
H -1.20039 -2.43617 2.57261
H -6.81125 3.58318 -2.94712
H 7.05257 -5.07530 2.57752
H -3.04143 4.52445 -3.14542
H 4.72676 7.44661 -1.43452
H -3.74659 4.55850 0.42973
H -0.40518 -2.65184 -0.22588
H 0.86570 -6.49743 4.51439
H -0.63256 6.11397 1.83276
H -3.26737 -6.82626 5.80576
H 6.62205 -3.92647 -0.11512
H 6.96603 -2.86402 -5.43287
H 6.49477 0.31174 -2.77757
H -1.70178 -3.96695 -0.87057
H 6.73418 -1.20114 -5.90630
H -2.71874 4.60399 6.64316
H -4.39973 -1.07452 -2.96977
H -2.74289 -3.38447 0.43487
H -2.80823 -5.09541 -4.27596
H -5.33322 4.46872 5.89574
H -4.44558 -3.43637 -5.52898
H -5.31641 3.13939 -6.41514
H 2.54131 9.23730 -1.36757
H -2.60193 -2.50456 -1.16708
H 3.54008 0.80741 -3.64184
H -2.93118 -6.31926 3.49072
H 9.03151 -4.05607 2.75417
H 1.36535 4.53351 -1.07115
H -3.06060 0.82113 -1.65438
H 8.38768 -2.52924 3.48605
H -0.52108 6.79724 0.08738
H 7.87395 0.24013 -3.96284
H -4.32984 -3.47845 5.75796
H -4.71538 5.71432 4.83275
H -1.90956 -4.29244 -2.89408
H 2.28244 -4.05804 0.17389
H 2.33872 7.53973 3.93696
H 1.04665 8.50047 -0.65251
H -4.03549 3.66503 -7.46204
H 0.66439 -5.97741 2.79437
H 3.56212 -4.64814 -2.99574
H -1.79635 -3.70515 -4.52433
H 8.14036 -2.99239 1.78110
H -5.55181 4.31031 4.10681
H 3.82042 5.98939 -1.93099
H -1.92965 3.94285 -6.62763
H 4.84449 7.31868 2.58115
H 4.09398 -3.27458 -5.79701
H 1.00904 3.49251 0.31219
H -2.21926 5.02524 1.10503
H -5.12236 -5.52879 -0.10397
H 4.73434 1.75287 -2.74335
H -7.30872 -3.47245 -1.59391
H 3.90857 8.77531 2.66953
H -4.43271 -4.51011 7.14524
H 0.41837 -3.02409 1.26088
H 7.19981 -4.69119 -3.94831
H -6.63452 3.98216 -4.63421